#i
Entry from OMol25: a structure of composition C5H5N3 (ωB97M-V/def2-TZVPD).

```
13
Properties=species:S:1:pos:R:3:lowdin_charge:R:1
C -0.3208 -0.4425 1.6169 -0.06
C -1.0955 -1.4675 0.8874 -0.18
C 0.5065 0.4054 -1.5870 -0.08
C 1.1596 1.3697 -1.0090 -0.22
C 0.2053 0.4207 0.4937 -0.37
H -1.1960 -0.1057 2.0817 0.10
H 0.5479 -0.8105 2.2700 0.16
H -1.6885 -2.2023 1.5253 0.15
H 0.2881 0.4231 -2.7924 0.16
H 1.5288 2.3504 -1.3076 0.11
N -1.0787 -1.3439 -0.3419 0.13
N -0.3023 -0.1947 -0.5903 -0.03
N 1.0651 1.3428 0.3337 0.12
```

As for the HOMO energy: -9.130 eV. For the LUMO energy, the calculation gives 0.887 eV. As for the gap between HOMO and LUMO: 10.0 eV. The molecular weight comes out at 107.12 g/mol.

#ii
Entry from OMol25: an isolated molecule of C5H5N3 (ωB97M-V/def2-TZVPD).

```
13
Properties=species:S:1:pos:R:3:lowdin_charge:R:1
C 0.1162 1.6519 -2.0192 -0.13
C -0.3412 0.6463 -0.9317 -0.46
C -1.3065 0.2729 1.0924 -0.10
C -0.4041 -0.6372 1.3508 -0.11
C 0.7122 -0.9794 0.3713 -0.21
H -2.0949 0.3543 1.6876 0.05
H -0.1232 -1.1496 2.4403 0.17
H 0.4049 -2.0026 0.2445 0.10
H 1.6279 -0.9059 1.0827 0.14
H 1.6634 -0.0913 -1.2753 0.24
N 0.5029 2.2104 -2.9146 0.14
N -1.3349 0.9159 -0.2482 0.12
N 0.5774 -0.2856 -0.8806 0.04
```

As for the HOMO energy: -8.998 eV. For the LUMO energy, the calculation gives 0.353 eV. As for the gap between HOMO and LUMO: 9.4 eV. The molecular weight comes out at 107.12 g/mol.

#iii
Entry from OMol25: an isolated molecule of C5H5N3 (ωB97M-V/def2-TZVPD).

```
13
Properties=species:S:1:pos:R:3:lowdin_charge:R:1
C 0.1040 0.2150 -0.0965 -0.46
C 0.8601 -0.1982 1.1746 -0.16
C 1.2710 -0.1484 -1.0916 -0.11
C -1.0137 -0.7127 -0.1982 -0.09
C -2.0445 -1.3274 0.0026 0.15
H -1.3780 1.4478 0.3850 0.06
H -0.4206 2.0239 -0.7718 0.08
H 0.4511 -0.1366 2.2373 0.15
H 1.2834 0.3040 -2.0766 0.11
H -2.9952 -1.7782 -0.0932 0.03
N -0.4102 1.6211 0.1720 0.09
N 2.0160 -0.5771 0.9458 0.06
N 2.2766 -0.7333 -0.5895 0.10
```

As for the HOMO energy: -9.973 eV. For the LUMO energy, the calculation gives 0.343 eV. As for the gap between HOMO and LUMO: 10.3 eV. The molecular weight comes out at 107.12 g/mol.

Need the numbers? Relative energies in kJ/mol: #i 0.0; #ii 40.0; #iii 157.3.